Entry 1:
The following is a quantum chemistry calculation of a structure of composition C29H48N6O5S2SiV, from the OMol25 dataset.

Summary:
- LUMO level (spin up / spin down) (Ha) = 0.0004 / 0.0003
- ⟨S²⟩ = 3.7581
- HOMO-LUMO gap (spin up / spin down) (eV) = 6.8 / 7.8
- E_HOMO (spin up / spin down) (eV) = -6.74 / -7.80
- net charge = 0
- ΔE to the lowest compared entry with this formula, charge and spin (kcal/mol) = 13.4
- 2S+1 = 4

XYZ file:
```
92
C29H48N6O5S2SiV, DFT ωB97M-V/def2-TZVPD
V 0.83715 0.06966 0.50432
C -0.57248 -2.93034 2.51534
C -0.93942 -2.83370 1.04306
C -2.28596 -3.48930 0.77473
C 0.14053 -3.46501 0.18412
O -0.98658 -1.42683 0.65651
Si -2.25356 -0.33711 0.82490
S -1.31462 1.48029 0.44490
O -2.83603 -0.56597 2.33333
C -4.04280 -0.12906 2.98181
C -3.70714 -0.06358 4.46159
C -4.46227 1.24440 2.46774
C -5.13141 -1.16062 2.71692
O -3.50983 -0.70452 -0.16419
C -3.82667 -0.53252 -1.55226
C -5.10084 -1.33423 -1.77634
C -2.69568 -1.07673 -2.41577
C -4.07463 0.93946 -1.85043
H -0.53861 -3.98057 2.81414
H -1.30521 -2.40439 3.13108
H 0.41235 -2.49158 2.69163
H -2.21981 -4.54955 1.02401
H -2.56303 -3.39425 -0.27639
H -3.07671 -3.04024 1.38172
H 0.23507 -4.52681 0.42410
H 1.10395 -2.98343 0.36378
H -0.11676 -3.36586 -0.87402
H -2.88382 0.63632 4.62562
H -3.39655 -1.04842 4.82035
H -4.57594 0.26418 5.04014
H -3.63800 1.95509 2.56856
H -5.31837 1.61037 3.03906
H -4.74484 1.19739 1.41020
H -4.83305 -2.13180 3.12211
H -5.29498 -1.26437 1.64144
H -6.07002 -0.85952 3.19153
H -4.93589 -2.38180 -1.50999
H -5.41126 -1.28154 -2.82368
H -5.90709 -0.94081 -1.15152
H -2.57638 -2.15231 -2.26100
H -1.74749 -0.59428 -2.17135
H -2.91508 -0.90536 -3.47375
H -4.91755 1.30584 -1.25738
H -4.31505 1.07085 -2.90919
H -3.19591 1.53906 -1.60367
O 3.40722 3.22562 -0.41490
C 3.59487 2.08160 -0.07384
N 2.63315 1.12839 0.19092
C 3.24955 -0.02756 0.51166
O 2.54931 -1.03515 0.72868
C 4.74003 0.11902 0.48593
C 5.77240 -0.74252 0.76839
C 7.07236 -0.24677 0.62635
C 7.29437 1.06388 0.21580
C 6.22727 1.92359 -0.05961
C 4.95712 1.42329 0.08958
H 5.58168 -1.75946 1.09135
H 7.91870 -0.88816 0.84221
H 8.31102 1.42368 0.11182
H 6.39245 2.94832 -0.37324
S 0.85639 0.17090 3.05372
C 1.49842 1.73813 2.91811
N 0.66011 2.75984 2.58267
C 1.05619 4.03281 2.43945
C 2.34634 4.36466 2.69649
C 3.18802 3.29847 3.03725
N 2.80548 2.04228 3.14538
H -0.25774 2.45540 2.23608
H 0.30192 4.73906 2.12031
H 2.70509 5.37831 2.60314
H 4.24454 3.48569 3.21487
C 2.52025 -1.85067 -2.26874
N 2.29642 -0.61177 -2.99210
C 3.39011 -0.19725 -3.85527
C 1.25766 0.20691 -2.66505
N 0.61449 0.07523 -1.54955
N 0.97321 1.20081 -3.58872
C 0.22409 2.35201 -3.11283
C 0.66839 0.80118 -4.95536
H 2.66432 -2.67102 -2.97575
H 1.67258 -2.06833 -1.63555
H 3.41109 -1.77948 -1.64128
H 4.33475 -0.28943 -3.31290
H 3.26236 0.83699 -4.15614
H 3.45207 -0.82583 -4.74736
H -0.21031 0.67619 -1.52906
H 0.57185 2.63894 -2.12259
H -0.85620 2.16017 -3.06662
H 0.39503 3.18551 -3.79448
H 1.18659 -0.12256 -5.20656
H 0.98200 1.57657 -5.65699
H -0.40875 0.63600 -5.08346
```

Atom charges from the Löwdin analysis, given in e for atoms 1 to 5: V 0.437; C -0.032; C -0.606; C -0.019; C -0.023

---

Entry 2:
The following is a quantum chemistry calculation of a structure of composition C29H48NO18V, from the OMol25 dataset.

Summary:
- LUMO level (Ha) = 0.0109
- HOMO-LUMO gap (eV) = 8.6
- E_HOMO (eV) = -8.27
- net charge = 0

XYZ file:
```
97
C29H48NO18V, DFT ωB97M-V/def2-TZVPD
O 1.38916 0.08011 0.13052
V -0.06636 0.75151 0.03587
O -0.99929 -0.01504 -0.97540
C -3.19956 1.54693 0.39533
C -2.59586 2.32823 1.56694
C -2.96957 1.53988 2.83240
C -2.26081 2.06569 4.06351
C -0.74994 2.09715 3.86515
C -0.30204 2.81815 2.57558
N -1.12885 2.32967 1.45901
O -0.65392 2.78640 0.25602
C 1.13118 2.36310 2.36069
C -0.31289 4.33064 2.79542
C -3.28214 3.69365 1.65338
H -2.86500 1.95139 -0.55859
H -4.27832 1.72194 0.43188
H -3.00951 0.47966 0.46449
H -2.80127 0.46375 2.73874
H -4.05274 1.61797 2.97832
H -2.56824 1.55531 4.98051
H -2.56029 3.09711 4.30109
H -0.35265 1.08119 3.88614
H -0.32428 2.63491 4.71867
H 1.57696 2.80501 1.46563
H 1.18757 1.27864 2.23842
H 1.77489 2.64695 3.19410
H -0.32397 4.85411 1.84025
H 0.58535 4.60707 3.34865
H -1.14726 4.65308 3.41867
H -4.36132 3.57476 1.70423
H -3.07067 4.25193 0.73484
H -2.91038 4.29730 2.47550
C 2.47634 -3.32959 -0.17894
C 2.68451 -3.29772 -1.68178
C 2.50186 -1.89694 -2.26500
O 3.64636 -1.72221 -3.10712
C 4.54578 -2.69167 -2.85790
O 5.63837 -2.73586 -3.31740
O 4.02719 -3.62260 -2.02468
H 2.60562 -4.33775 0.21187
H 1.46048 -2.99744 0.04449
H 3.17427 -2.61686 0.26446
H 1.98306 -3.99145 -2.15268
H 2.43588 -1.12091 -1.50147
H 1.60878 -1.73988 -2.87048
C -0.77969 -5.13574 1.32454
C -1.61986 -4.02475 1.93226
C -1.26220 -3.65199 3.37774
O -1.03654 -2.23358 3.32575
C -1.04782 -1.82145 2.05965
O -0.75781 -0.70465 1.73380
O -1.36479 -2.79408 1.21241
H 0.21541 -4.73871 1.12897
H -1.17126 -5.41241 0.34526
H -0.79493 -5.98943 1.99779
H -2.67792 -4.26660 1.82589
H -0.40386 -4.18651 3.77903
H -2.12032 -3.80494 4.03169
C 2.05708 -0.51979 4.30867
C 2.66411 -1.29135 3.15226
C 4.04576 -1.90201 3.48665
O 3.78169 -3.29518 3.64284
C 2.53871 -3.58029 3.22643
O 2.06772 -4.66905 3.16195
O 1.84199 -2.45793 2.96227
H 0.97113 -0.59556 4.30139
H 2.33987 0.53277 4.26307
H 2.38683 -0.87632 5.28888
H 2.71917 -0.66308 2.26562
H 4.51339 -1.45630 4.35818
H 4.69113 -1.78763 2.61367
C -3.78235 -0.62707 -4.01428
C -2.88791 -0.87870 -5.20885
C -1.37849 -0.70941 -4.90836
O -0.82670 -1.99276 -5.18189
C -1.76122 -2.81160 -5.71738
O -1.53747 -3.88765 -6.15570
O -2.98792 -2.27037 -5.55995
H -3.76847 0.44605 -3.79695
H -3.42056 -1.13728 -3.12362
H -4.80980 -0.90395 -4.24386
H -3.15587 -0.26636 -6.07068
H -1.15576 -0.47091 -3.86804
H -0.92329 0.09563 -5.48735
C 1.69409 5.15203 -4.87517
C 0.88468 3.90473 -4.58376
C 1.47877 2.60449 -5.14352
O 1.14838 1.66523 -4.12629
C 1.09468 2.33033 -2.95044
O 1.03117 1.80308 -1.88888
O 0.94087 3.64626 -3.16713
H 1.68089 5.41400 -5.93024
H 2.71589 5.00566 -4.52473
H 1.26424 5.95126 -4.27043
H -0.14963 4.02763 -4.91156
H 2.55575 2.71738 -5.27171
H 0.97257 2.33157 -6.06523
```

Atom charges from the Löwdin analysis, given in e for atoms 1 to 5: O -0.382; V 0.896; O -0.339; C -0.039; C -0.494

---

Entry 3:
The following is a quantum chemistry calculation of a structure of composition C29H48NP3PtSSe, from the OMol25 dataset.

Summary:
- LUMO level (spin up / spin down) (Ha) = -0.3889 / -0.5552
- ⟨S²⟩ = 6.0251
- HOMO-LUMO gap (spin up / spin down) (eV) = 8.2 / 4.4
- E_HOMO (spin up / spin down) (eV) = -18.73 / -19.46
- net charge = +4
- ΔE to the lowest compared entry with this formula, charge and spin (kcal/mol) = 2.6
- 2S+1 = 5

XYZ file:
```
84
C29H48NP3PtSSe, DFT ωB97M-V/def2-TZVPD
Pt 1.05014 -0.22709 -0.77694
P -1.74400 -1.21919 1.79075
P 1.59406 -2.48731 -0.50066
P -0.56290 -0.29985 -2.33486
H -0.15213 4.81865 0.15785
C -1.02789 4.30812 -0.25298
C -1.87036 3.61504 0.53048
H -1.69056 3.50034 1.60674
C -1.05160 -0.61832 3.33894
C -2.12606 -2.96646 1.98502
C -3.24755 -0.30530 1.42473
C 2.99835 -2.94549 -1.56866
C 2.10566 -2.90116 1.19669
C 0.28265 -3.68187 -0.91808
C -1.19026 1.37476 -2.66946
C -2.07091 -1.25500 -1.98001
C 0.02306 -0.94635 -3.93168
H -1.20925 4.42755 -1.32607
H -2.78795 3.16388 0.13162
H -0.97403 0.47753 3.32004
H -0.05177 -1.04005 3.50642
H -1.70290 -0.91317 4.17526
H -1.24404 -3.57930 1.76121
H -2.94777 -3.25353 1.31536
H -2.43203 -3.15646 3.02382
H -3.00224 0.64293 0.92890
H -3.77602 -0.08746 2.36341
H -3.90597 -0.89708 0.77616
H 3.01693 -4.03650 -1.70255
H 3.93108 -2.62361 -1.08884
H 2.91349 -2.45344 -2.54613
H 1.96799 -3.97606 1.38204
H 1.52274 -2.32701 1.92770
H 3.16268 -2.64188 1.33217
H 0.66189 -4.69620 -0.72721
H 0.01099 -3.60200 -1.97808
H -0.60787 -3.51456 -0.29938
H -2.21567 1.29879 -3.05431
H -0.55762 1.86418 -3.41876
H -1.19218 1.98808 -1.75886
H -2.78556 -1.06647 -2.79322
H -2.52098 -0.93400 -1.03097
H -1.86319 -2.32974 -1.93540
H -0.84595 -1.07961 -4.59042
H 0.52736 -1.91137 -3.79958
H 0.72249 -0.23828 -4.39246
C 2.22820 1.99548 -3.33925
C 1.76234 3.21509 -2.81840
C 1.18382 4.15493 -3.67065
C 1.09628 3.89311 -5.04533
C 1.61723 2.70577 -5.57309
C 2.20514 1.76683 -4.72996
Se 2.92564 0.64043 -2.18682
H -0.79335 -1.03076 0.70739
H 1.85582 3.39455 -1.74773
H 0.80700 5.09316 -3.26105
H 0.62896 4.62425 -5.70888
H 1.57368 2.50930 -6.64635
H 2.65673 0.85332 -5.12026
N 1.63690 0.56807 0.95969
S 3.16818 1.00804 1.38522
C 2.84701 2.55776 2.26204
C 3.64630 2.92754 3.35284
C 3.33851 4.08725 4.06975
C 2.26365 4.89185 3.67302
C 1.49873 4.54391 2.55365
C 1.80820 3.38758 1.83325
C 3.51718 -0.07319 2.78694
C 2.62674 -0.15917 3.85612
C 2.82174 -1.14557 4.82942
C 3.93678 -1.98442 4.75898
C 4.87293 -1.83566 3.72978
C 4.66303 -0.88261 2.73096
H 0.94511 0.86432 1.64490
H 4.47807 2.28821 3.64491
H 3.93836 4.35687 4.94015
H 2.02458 5.79664 4.23380
H 0.65869 5.16166 2.23241
H 1.22098 3.10481 0.95805
H 1.79738 0.54534 3.92604
H 2.10081 -1.24503 5.64357
H 4.08333 -2.75710 5.51681
H 5.76280 -2.46520 3.69287
H 5.35658 -0.74785 1.90028
```

Atom charges from the Löwdin analysis, given in e for atoms 1 to 5: Pt 0.583; P 0.882; P 0.660; P 0.594; H 0.042

---

Entry 4:
The following is a quantum chemistry calculation of a structure of composition C29H48NP3RhSSe, from the OMol25 dataset.

Summary:
- LUMO level (spin up / spin down) (Ha) = -0.2629 / -0.4211
- ⟨S²⟩ = 6.0363
- HOMO-LUMO gap (spin up / spin down) (eV) = 6.1 / 5.0
- E_HOMO (spin up / spin down) (eV) = -13.26 / -16.46
- net charge = +3
- ΔE to the lowest compared entry with this formula, charge and spin (kcal/mol) = 22.7
- 2S+1 = 5

XYZ file:
```
84
C29H48NP3RhSSe, DFT ωB97M-V/def2-TZVPD
Rh -0.61701 -0.67703 -0.24211
P -1.93398 -1.27973 1.69601
P 0.57201 -2.66981 -0.51224
P -2.30029 -1.34871 -1.64305
H 0.60048 1.50524 -1.56591
C -0.41774 1.10050 -1.58535
C -1.26293 1.44601 -0.50737
H -0.86648 2.10989 0.26311
C -1.41648 -0.83413 3.40216
C -2.22656 -3.06589 1.96069
C -3.60228 -0.54625 1.69705
C 1.62350 -2.44773 -1.98100
C 1.78591 -3.20154 0.74936
C -0.26738 -4.25975 -0.88307
C -3.59910 -0.11397 -2.03824
C -3.40976 -2.77205 -1.27740
C -1.70402 -1.75817 -3.32416
H -0.87311 0.96399 -2.57307
H -2.33838 1.49000 -0.66591
H -1.18830 0.23428 3.49561
H -0.53102 -1.40516 3.71197
H -2.24647 -1.07863 4.08390
H -1.27169 -3.59464 2.07645
H -2.79387 -3.50982 1.13735
H -2.80609 -3.17893 2.88895
H -3.52119 0.54504 1.60830
H -4.08500 -0.78913 2.65619
H -4.22462 -0.92751 0.88013
H 2.23418 -3.34280 -2.17025
H 2.28004 -1.57959 -1.82763
H 0.97259 -2.26874 -2.85016
H 2.33558 -4.07129 0.35526
H 1.25972 -3.49070 1.67224
H 2.49336 -2.38601 0.96086
H 0.51813 -5.02555 -0.99283
H -0.83866 -4.21191 -1.82000
H -0.92691 -4.54965 -0.05295
H -4.28089 -0.55964 -2.77694
H -3.16489 0.79260 -2.47078
H -4.17788 0.15036 -1.14487
H -4.06677 -2.93111 -2.14757
H -4.04756 -2.56238 -0.41000
H -2.84591 -3.69480 -1.10362
H -2.56726 -1.78766 -4.00600
H -1.21815 -2.74083 -3.34200
H -0.99572 -0.99817 -3.68064
C 1.71949 1.68758 -5.15218
C 1.14747 2.74551 -4.42596
C 0.97223 3.99533 -5.02238
C 1.43297 4.22504 -6.32740
C 2.08775 3.19956 -7.02760
C 2.24060 1.93700 -6.44622
Se 1.74783 -0.06465 -4.39629
H 1.07830 0.27433 -3.06179
H 0.82200 2.56952 -3.40041
H 0.47510 4.78406 -4.45734
H 1.28818 5.20274 -6.79142
H 2.47754 3.38538 -8.03056
H 2.74794 1.13210 -6.98118
N 0.69442 -0.15693 1.24220
S 1.72767 1.11405 1.51745
C 2.54593 0.51271 3.03555
C 1.96632 0.68988 4.29367
C 2.51770 0.05553 5.41360
C 3.66350 -0.73248 5.27760
C 4.27567 -0.86599 4.02286
C 3.72312 -0.24698 2.90045
C 0.87078 2.53317 2.24350
C 1.70198 3.63082 2.51436
C 1.21927 4.73258 3.22032
C -0.11994 4.76155 3.63648
C -0.96704 3.69645 3.31991
C -0.47971 2.59121 2.61055
H 0.84696 -0.82826 2.00349
H 1.08466 1.32319 4.40141
H 2.05024 0.19745 6.39214
H 4.07842 -1.24009 6.15129
H 5.19460 -1.44538 3.91597
H 4.18377 -0.34102 1.91641
H 2.74091 3.59621 2.18965
H 1.88491 5.56429 3.44602
H -0.50494 5.61156 4.20600
H -2.02119 3.70788 3.61349
H -1.15656 1.78655 2.33588
```

Atom charges from the Löwdin analysis, given in e for atoms 1 to 5: Rh 0.436; P 0.772; P 0.723; P 0.700; H 0.046

---

Entry 5:
The following is a quantum chemistry calculation of a structure of composition C29H48O8P2S2V, from the OMol25 dataset.

Summary:
- LUMO level (spin up / spin down) (Ha) = -0.4834 / -0.4586
- ⟨S²⟩ = 0.7569
- HOMO-LUMO gap (spin up / spin down) (eV) = 6.3 / 7.0
- E_HOMO (spin up / spin down) (eV) = -19.47 / -19.47
- net charge = +4
- 2S+1 = 2

XYZ file:
```
90
C29H48O8P2S2V, DFT ωB97M-V/def2-TZVPD
V -0.54890 0.22223 -0.69102
O -1.11311 1.73093 -1.44290
S -1.21056 3.16757 -2.15820
C -2.44296 2.85541 -3.44805
C -2.22325 1.68596 -4.39893
C -2.65836 0.31943 -3.82410
C -1.68040 -0.80044 -4.20008
S -1.33754 -2.07850 -2.97277
O -1.10245 -1.12966 -1.64685
C -2.75834 -3.00036 -2.69612
C -4.05556 -2.48033 -2.55788
C -5.10331 -3.36645 -2.45462
C -4.86797 -4.74538 -2.49969
C -3.58281 -5.25239 -2.62929
C -2.51001 -4.38190 -2.71875
C 0.31085 3.42645 -2.96756
C 1.04624 2.42549 -3.60599
C 2.18562 2.78849 -4.29679
C 2.56693 4.13010 -4.36331
C 1.83466 5.11262 -3.71373
C 0.70202 4.76534 -2.98990
H -2.42719 3.81814 -3.97176
H -3.39093 2.80351 -2.90684
H -1.18471 1.67383 -4.73328
H -2.80456 1.90953 -5.29441
H -3.65093 0.06864 -4.19421
H -2.74530 0.38924 -2.74073
H -0.67995 -0.41951 -4.42120
H -1.99108 -1.38056 -5.07418
H -4.23954 -1.41653 -2.52406
H -6.11442 -2.99779 -2.34847
H -5.70620 -5.42709 -2.43338
H -3.41573 -6.31995 -2.66615
H -1.50215 -4.76237 -2.83184
H 0.74749 1.38576 -3.55214
H 2.77623 2.03606 -4.80214
H 3.44941 4.40516 -4.92609
H 2.14340 6.14798 -3.76143
H 0.13232 5.52488 -2.46691
C 5.20453 1.01046 1.65179
C 4.66897 0.80673 0.26249
C 4.06639 2.02175 -0.38998
O 3.61265 -0.30894 0.32172
P 2.13324 -0.43341 0.59577
O 1.25694 0.21820 -0.54770
C 1.63740 0.43403 2.09537
P -0.12542 0.34623 2.46957
O -0.87123 0.24539 1.07589
O -0.44529 1.65079 3.18281
C -1.74152 2.06914 3.91544
C -1.28946 2.78179 5.15759
C -2.53337 2.90773 2.95043
O -0.50104 -0.93432 3.20581
C -0.51140 -1.18795 4.73210
C -1.73902 -2.01342 4.99013
C 0.79048 -1.85023 5.09057
O 1.68537 -1.89617 0.65148
C 2.35394 -3.03909 1.44190
C 1.23498 -3.99390 1.75246
C 3.45832 -3.61131 0.59753
H 6.06524 1.67810 1.59132
H 5.54743 0.07459 2.08971
H 4.47162 1.48455 2.30786
H 5.40513 0.33373 -0.38152
H 3.30407 2.48648 0.24150
H 3.64751 1.79024 -1.36889
H 4.85944 2.75772 -0.52781
H 1.92134 1.48652 2.00603
H 2.18732 0.01595 2.94448
H -2.24811 1.13019 4.14289
H -0.73416 3.68502 4.90728
H -0.67520 2.14764 5.79550
H -2.17285 3.07302 5.72752
H -1.98078 3.80670 2.67811
H -3.45686 3.21702 3.44131
H -2.80490 2.34842 2.05424
H -0.58966 -0.19594 5.17661
H -1.66903 -2.98184 4.49545
H -2.64568 -1.50546 4.66463
H -1.81753 -2.18678 6.06424
H 0.89895 -2.80517 4.57673
H 0.78957 -2.04909 6.16321
H 1.65366 -1.21401 4.88797
H 2.73806 -2.56466 2.34788
H 0.85193 -4.44434 0.83680
H 0.42072 -3.50180 2.28301
H 1.62455 -4.79562 2.38096
H 3.06140 -4.02244 -0.33041
H 3.92365 -4.42662 1.15353
H 4.23076 -2.87914 0.37247
```

Atom charges from the Löwdin analysis, given in e for atoms 1 to 5: V 1.145; O -0.567; S 1.227; C -0.266; C -0.175